(1)
Density functional theory data (ωB97M-V with the def2-TZVPD basis set) for C29H37FeN3O2 as an isolated structure at a distorted geometry.

Properties
HOMO (spin up / spin down)   -11.768 / -11.891 eV
F_max   1.3 eV/A
Orbital gap (spin up / spin down)   0.325 / 0.246 Eh
Electronic energy   -2705.49151 hartree
Relative energy (zero: lowest compared OMol25 entry of this formula, charge and spin)   26.0 kcal per mole
LUMO level (spin up / spin down)   -2.9249 / -5.1863 eV

```
! wB97M-V def2-TZVPD RIJCOSX def2/J DEFGRID3
* xyz 1 6
Fe 1.091 -0.100 -0.228
O 4.732 -1.508 -1.940
C 3.663 -1.300 -1.418
N 3.024 -0.123 -1.195
C 3.585 1.065 -1.557
O 4.535 1.279 -2.269
C 2.907 2.237 -0.856
C 3.426 3.496 -1.090
C 2.921 4.579 -0.393
C 1.933 4.357 0.549
C 1.472 3.072 0.736
N 1.914 2.012 0.037
C 2.878 -2.462 -0.846
C 3.385 -3.733 -1.054
C 2.725 -4.821 -0.517
C 1.585 -4.598 0.235
C 1.147 -3.302 0.405
N 1.756 -2.230 -0.131
H 4.231 3.590 -1.805
H 3.310 5.574 -0.565
H 1.526 5.162 1.144
H 0.732 2.864 1.482
H 4.292 -3.834 -1.632
H 3.100 -5.824 -0.670
H 1.040 -5.412 0.693
H 0.278 -3.104 1.000
C -1.065 1.026 1.119
C -1.626 0.842 -0.155
C -1.638 -0.633 -0.383
C -1.176 -1.224 0.786
C -0.799 -0.212 1.740
C -0.198 -0.422 3.113
C -1.324 -0.748 4.109
C 0.803 -1.581 3.087
C 0.557 0.837 3.556
C -1.870 -1.442 -1.660
C -1.023 -0.799 -2.775
C -1.365 -2.879 -1.510
C -3.355 -1.542 -2.038
C -2.328 2.040 -0.811
C -1.422 3.280 -0.730
C -2.786 1.960 -2.270
C -3.591 2.264 0.057
H -1.000 1.977 1.613
H -1.200 -2.280 0.988
H -1.929 -1.583 3.751
H -1.977 0.115 4.251
H -0.896 -1.014 5.077
H 0.302 -2.532 2.909
H 1.307 -1.649 4.051
H 1.561 -1.423 2.318
H -0.109 1.697 3.656
H 1.344 1.077 2.837
H 1.021 0.667 4.528
H 0.014 -0.655 -2.434
H -1.417 0.163 -3.082
H -0.991 -1.444 -3.654
H -0.313 -2.898 -1.257
H -1.494 -3.399 -2.460
H -1.931 -3.435 -0.759
H -3.832 -0.581 -2.196
H -3.905 -2.055 -1.247
H -3.456 -2.118 -2.959
H -0.446 3.059 -1.161
H -1.284 3.632 0.292
H -1.874 4.096 -1.295
H -1.951 2.027 -2.967
H -3.427 2.820 -2.466
H -3.373 1.077 -2.492
H -3.331 2.437 1.101
H -4.244 1.388 0.018
H -4.148 3.127 -0.311
*
```



(2)
Density functional theory data (ωB97M-V with the def2-TZVPD basis set) for one molecule with the formula C9H10ClP at a distorted geometry.

Properties
HOMO   -8.821 eV
F_max   2.6 eV/A
Orbital gap   0.357 Eh
Electronic energy   -1150.48326 hartree
Relative energy (zero: lowest compared OMol25 entry of this formula, charge and spin)   0.0 kcal per mole
LUMO level   0.8819 eV

```
! wB97M-V def2-TZVPD RIJCOSX def2/J DEFGRID3
* xyz 0 1
C 1.623 1.673 -1.780
C 0.572 0.987 -2.197
P -1.122 1.441 -1.704
Cl -2.017 1.151 -3.483
C -1.582 -0.408 -0.888
C -0.762 -0.553 0.342
C -0.622 0.524 1.213
C 0.165 0.427 2.344
C 0.823 -0.757 2.629
C 0.677 -1.842 1.781
C -0.105 -1.740 0.644
H 2.629 1.415 -2.070
H 1.516 2.518 -1.121
H 0.673 0.144 -2.871
H -2.649 -0.347 -0.678
H -1.382 -1.163 -1.643
H -1.128 1.451 0.984
H 0.271 1.278 3.001
H 1.450 -0.838 3.505
H 1.181 -2.772 2.001
H -0.212 -2.592 -0.010
*
```



(3)
Density functional theory data (ωB97M-V with the def2-TZVPD basis set) for an isolated ion of composition C8H12NOS and charge +1 at a distorted geometry.

Properties
HOMO (spin up / spin down)   -11.113 / -12.361 eV
F_max   4.4 eV/A
Orbital gap (spin up / spin down)   0.295 / 0.170 Eh
Electronic energy   -839.76096 hartree
Relative energy (zero: lowest compared OMol25 entry of this formula, charge and spin)   45.2 kcal per mole
LUMO level (spin up / spin down)   -3.0788 / -7.7346 eV

```
! wB97M-V def2-TZVPD RIJCOSX def2/J DEFGRID3
* xyz 1 3
C -2.930 0.612 3.453
C -2.208 -0.239 2.650
C -2.746 1.921 3.086
C -1.811 0.406 1.442
C 1.229 0.342 -2.082
C 0.053 -0.434 -1.547
C -1.010 -0.234 0.522
C 3.340 -1.174 -2.188
N 2.493 -0.227 -1.387
O -0.695 0.304 -0.564
S -2.105 2.109 1.506
H -3.452 0.296 4.433
H -2.079 -1.306 2.928
H -3.033 2.694 3.628
H 1.293 0.357 -3.301
H 1.170 1.466 -1.671
H -0.737 -0.509 -2.284
H 0.242 -1.359 -1.129
H -0.642 -1.250 0.572
H 2.720 -1.959 -2.391
H 3.837 -0.910 -3.086
H 3.988 -1.451 -1.473
H 3.083 0.543 -1.117
*
```



Look up the relative energy (zero: lowest compared OMol25 entry of this formula, charge and spin) of the first one. 26.0 kcal per mole